No. 1
{
  "formula": "C32H39GeN7Tc",
  "method": "ωB97M-V with the def2-TZVPD basis set",
  "elements": ["Tc", "C", "N", "C", "C", "N", "C", "C", "N", "C", "C", "N", "C", "N", "C", "C", "C", "N", "C", "H", "H", "H", "H", "H", "H", "H", "H", "H", "H", "H", "H", "H", "H", "H", "H", "H", "H", "H", "H", "H", "H", "H", "H", "N", "C", "C", "Ge", "C", "C", "C", "C", "C", "C", "C", "C", "C", "C", "C", "C", "C", "C", "C", "C", "C", "C", "H", "H", "H", "H", "H", "H", "H", "H", "H", "H", "H", "H", "H", "H", "H"],
  "coordinates": [[0.865, 0.856, 0.063], [4.118, 5.005, -0.272], [4.330, 3.556, -0.207], [5.709, 3.012, -0.233], [5.505, 1.494, -0.109], [4.032, 1.374, -0.112], [3.348, 0.117, 0.064], [3.441, 2.583, -0.135], [2.086, 2.624, -0.093], [1.337, 3.877, -0.101], [-1.342, 4.194, 0.039], [-1.924, 2.820, 0.141], [-3.262, 2.430, 0.243], [-3.695, 1.198, 0.376], [-2.976, -0.061, 0.502], [-5.171, 1.167, 0.444], [-5.558, 2.641, 0.311], [-4.246, 3.323, 0.196], [-4.218, 4.783, 0.054], [5.085, 5.460, -0.469], [3.754, 5.403, 0.672], [3.462, 5.282, -1.093], [6.280, 3.426, 0.593], [6.191, 3.292, -1.166], [5.914, 1.094, 0.816], [5.929, 0.948, -0.948], [4.037, -0.712, -0.087], [2.589, -0.070, -0.746], [2.942, -0.027, 1.078], [1.404, 4.404, -1.051], [1.614, 4.555, 0.703], [-1.529, 4.694, -0.905], [-1.523, 4.834, 0.895], [-1.920, 0.108, 0.375], [-3.325, -0.757, -0.261], [-3.158, -0.501, 1.480], [-5.478, 0.729, 1.391], [-5.553, 0.550, -0.367], [-6.086, 3.021, 1.183], [-6.151, 2.846, -0.577], [-5.253, 5.111, 0.047], [-3.778, 5.092, -0.890], [-3.736, 5.265, 0.900], [-0.069, 3.487, 0.092], [-0.621, 2.286, 0.160], [0.126, -0.677, 0.015], [-0.052, -2.707, -0.103], [1.479, -3.111, 0.986], [2.316, -4.192, 0.703], [3.378, -4.500, 1.548], [3.610, -3.740, 2.686], [2.774, -2.674, 2.993], [1.717, -2.362, 2.146], [-1.721, -3.148, 0.660], [-2.612, -3.957, -0.056], [-3.812, -4.358, 0.520], [-4.140, -3.955, 1.807], [-3.263, -3.152, 2.534], [-2.063, -2.755, 1.965], [0.066, -2.992, -1.974], [-1.036, -2.628, -2.761], [-1.004, -2.801, -4.138], [0.126, -3.335, -4.744], [1.229, -3.688, -3.977], [1.205, -3.510, -2.600], [2.133, -4.827, -0.154], [4.015, -5.345, 1.324], [4.426, -3.996, 3.349], [2.932, -2.107, 3.903], [1.053, -1.548, 2.428], [-2.365, -4.292, -1.056], [-4.489, -4.997, -0.032], [-5.068, -4.283, 2.255], [-3.512, -2.864, 3.548], [-1.374, -2.162, 2.560], [-1.938, -2.240, -2.298], [-1.864, -2.535, -4.739], [0.145, -3.481, -5.816], [2.106, -4.107, -4.454], [2.077, -3.786, -2.023]],
  "mulliken_charge": [0.017, -1.003, -0.047, -0.716, -0.622, 0.246, -2.042, 0.499, -0.279, -0.667, -1.097, 0.093, 0.947, 0.018, 0.452, -0.713, -0.694, -0.072, -0.970, 0.425, 0.339, 0.365, 0.422, 0.410, 0.373, 0.381, 0.499, 0.785, 0.771, 0.362, 0.422, 0.396, 0.420, -1.104, 0.324, 0.339, 0.403, 0.410, 0.414, 0.413, 0.410, 0.356, 0.342, 0.114, -0.059, -0.122, 1.392, 0.718, -0.567, -0.790, -0.557, -0.805, -0.282, 0.364, -0.593, -0.703, -0.632, -0.452, -0.411, 0.571, -0.096, -0.841, -0.520, -0.831, -0.467, 0.440, 0.445, 0.453, 0.459, 0.479, 0.473, 0.462, 0.462, 0.489, 0.319, 0.397, 0.446, 0.427, 0.444, 0.343],
  "homo_lumo_gap_ha": [0.2006, 0.2007],
  "relative_energy_kj_mol": 14.87,
  "energy_ha": -3782.70566,
  "charge": 3
}


No. 2
{
  "formula": "C32H39N3O5",
  "method": "ωB97M-V with the def2-TZVPD basis set",
  "elements": ["C", "C", "O", "C", "O", "C", "C", "O", "N", "C", "C", "N", "C", "C", "C", "C", "C", "C", "C", "C", "C", "C", "C", "C", "C", "N", "C", "C", "O", "C", "C", "C", "C", "C", "C", "C", "C", "C", "C", "O", "H", "H", "H", "H", "H", "H", "H", "H", "H", "H", "H", "H", "H", "H", "H", "H", "H", "H", "H", "H", "H", "H", "H", "H", "H", "H", "H", "H", "H", "H", "H", "H", "H", "H", "H", "H", "H", "H", "H"],
  "coordinates": [[2.523, 5.776, -0.442], [1.371, 5.008, 0.199], [1.732, 3.683, 0.573], [1.716, 2.748, -0.448], [0.360, 2.553, -0.826], [0.166, 1.514, -1.697], [-1.095, 1.504, -2.509], [-1.058, 1.070, -3.650], [-2.236, 1.966, -1.956], [-2.479, 2.279, -0.568], [-3.359, 1.195, 0.062], [-4.602, 1.102, -0.678], [-5.620, 0.297, -0.014], [-5.191, -1.108, 0.332], [-5.208, -2.118, -0.623], [-4.750, -3.387, -0.317], [-4.280, -3.670, 0.954], [-4.278, -2.678, 1.919], [-4.723, -1.406, 1.607], [-4.331, 0.731, -2.053], [-3.474, 1.823, -2.695], [1.065, 0.550, -1.885], [2.299, 0.380, -1.047], [2.246, -0.998, -0.453], [3.173, -1.981, -0.553], [2.786, -3.107, 0.159], [3.553, -4.230, 0.412], [4.970, -4.163, -0.096], [3.114, -5.174, 1.025], [1.533, -2.839, 0.707], [0.705, -3.634, 1.483], [-0.499, -3.093, 1.894], [-0.869, -1.796, 1.548], [-0.045, -1.001, 0.779], [1.171, -1.524, 0.348], [2.375, 1.455, 0.057], [3.806, 1.792, 0.495], [4.677, 0.607, 0.907], [4.162, -0.170, 2.116], [4.879, -1.390, 2.174], [2.222, 6.807, -0.609], [2.802, 5.340, -1.398], [3.390, 5.761, 0.214], [1.080, 5.486, 1.137], [0.504, 4.982, -0.470], [2.261, 3.105, -1.344], [-1.544, 2.375, -0.023], [-3.013, 3.235, -0.526], [-3.584, 1.469, 1.095], [-2.808, 0.238, 0.062], [-6.492, 0.272, -0.674], [-5.898, 0.830, 0.900], [-5.593, -1.912, -1.612], [-4.765, -4.159, -1.072], [-3.924, -4.662, 1.192], [-3.928, -2.895, 2.918], [-4.717, -0.635, 2.365], [-5.279, 0.651, -2.591], [-3.794, -0.229, -2.130], [-3.226, 1.563, -3.725], [-4.011, 2.776, -2.667], [0.858, -0.210, -2.620], [3.185, 0.453, -1.690], [4.095, -1.968, -1.097], [5.472, -3.305, 0.348], [4.991, -4.075, -1.180], [5.483, -5.075, 0.195], [0.991, -4.638, 1.750], [-1.169, -3.690, 2.493], [-1.820, -1.412, 1.886], [-0.338, 0.002, 0.513], [1.794, 1.131, 0.923], [4.306, 2.300, -0.334], [3.739, 2.500, 1.322], [4.771, -0.094, 0.081], [5.679, 0.973, 1.137], [3.090, -0.375, 2.015], [4.317, 0.412, 3.035], [4.587, -1.890, 2.944]],
  "mulliken_charge": [-1.187, -0.126, -0.439, -1.022, -0.308, 0.007, 0.465, -0.716, 0.145, -1.000, -0.823, 0.125, -1.777, 0.666, -0.169, -0.830, -0.410, -0.621, -0.068, -0.388, -1.438, -1.185, 1.343, -0.435, -1.076, 0.296, 0.893, -1.389, -0.610, -1.054, -0.918, -0.649, -1.145, 0.273, 1.497, 1.038, -1.278, -0.763, -0.439, -0.522, 0.436, 0.293, 0.280, 0.391, 0.171, 0.304, 0.381, 0.324, 0.475, 0.627, 0.545, 0.490, 0.425, 0.404, 0.406, 0.441, 0.344, 0.462, 0.295, 0.522, 0.377, 0.518, 0.780, 0.564, 0.325, 0.357, 0.350, 0.563, 0.453, 0.549, 0.579, 0.149, 0.348, 0.411, 0.190, 0.517, 0.213, 0.465, 0.316],
  "homo_lumo_gap_ha": 0.3277,
  "relative_energy_kj_mol": 1.21,
  "energy_ha": -1783.27611,
  "smiles": "CCO[C@@H]1OC(C(=O)N2CCN(Cc3ccccc3)CC2)=C[C@H](c2cn(C(C)=O)c3ccccc23)[C@H]1CCCO"
}